The following is a quantum chemistry calculation of C17H31MnN6O as an isolated structure, from the OMol25 dataset.

```
! wB97M-V def2-TZVPD RIJCOSX def2/J DEFGRID3
* xyz 2 5
Mn -0.28 0.00 0.32
C 3.16 1.49 0.32
C 2.04 2.54 0.27
N 0.77 2.01 -0.28
C -0.21 3.10 -0.44
C -1.57 2.50 -0.73
N -1.96 1.59 0.37
C -2.28 2.34 1.62
C -1.23 2.24 2.71
C -1.08 0.82 3.22
N -0.13 0.00 2.41
C 1.29 0.21 2.78
C 2.11 -0.79 1.99
N 1.80 -0.65 0.55
C 2.83 0.10 -0.22
H 3.55 1.41 1.33
H 4.00 1.84 -0.28
H 2.37 3.39 -0.33
H 1.83 2.93 1.26
H 0.96 1.65 -1.21
H 0.07 3.78 -1.25
H -0.23 3.69 0.47
H -1.54 1.92 -1.65
H -2.30 3.30 -0.85
H -2.81 1.14 0.08
H -3.22 1.94 2.01
H -2.47 3.38 1.38
H -1.54 2.87 3.54
H -0.27 2.62 2.37
H -2.05 0.31 3.19
H -0.74 0.80 4.26
H -0.33 -0.97 2.66
H 1.44 0.08 3.85
H 1.57 1.23 2.53
H 1.84 -1.80 2.30
H 3.17 -0.66 2.19
H 1.78 -1.58 0.14
H 2.49 0.14 -1.26
H 3.75 -0.48 -0.21
N -5.73 -2.03 -1.92
C -4.84 -2.28 -1.24
C -3.71 -2.54 -0.39
C -3.58 -3.70 0.36
C -2.46 -3.86 1.15
C -1.52 -2.85 1.18
N -1.64 -1.71 0.48
C -2.72 -1.57 -0.31
H -4.34 -4.47 0.31
H -2.30 -4.75 1.74
H -0.63 -2.95 1.80
H -2.78 -0.69 -0.93
C -0.07 -1.24 -2.38
O -0.32 -0.22 -1.42
H 0.15 -0.77 -3.33
H -0.93 -1.89 -2.50
H 0.79 -1.87 -2.10
*
```

Output
relative energy (zero: lowest compared OMol25 entry of this formula, charge and spin) = 0.0 kJ/mol
calculated total energy = -60427.1131 eV
HOMO-LUMO gap (spin up / spin down) = 8.05 / 9.78 eV